[1]
Here is a cluster of 2 separate species, C2HCl2FS in total at a distorted geometry from the Open Molecules 2025 dataset. Energies are from the ωB97M-V functional and the def2-TZVPD basis.

Summary:
LUMO level (alpha / beta) in eV: -0.3 / -0.5
E_HOMO (alpha / beta) in eV: -8.37 / -8.39
E in eV: -40683.4919

Element x y z (Å)
1 C -0.989 0.297 2.332
2 C 0.243 -0.694 0.245
3 F -2.091 0.296 1.682
4 S -0.519 0.546 3.799
5 Cl -0.182 -2.318 0.551
6 Cl 1.863 -0.311 0.440
7 H -0.396 -0.173 -0.632

Atom charges from the Mulliken analysis, given in e for atoms 1 to 5:
1 C 0.35
2 C -0.14
3 F -0.12
4 S -0.21
5 Cl -0.09

***

[2]
Here is a structure of composition C11H25BeClN3O6 at a distorted geometry from the Open Molecules 2025 dataset. Energies are from the ωB97M-V functional and the def2-TZVPD basis.

Summary:
LUMO level in eV: 2.6
E_HOMO in eV: -4.48
E in eV: -41495.0713
Total charge: -1

Element x y z (Å)
1 Be 1.020 0.922 0.395
2 C -1.318 -3.053 0.919
3 C -1.515 -1.521 0.959
4 C -1.432 -1.048 2.417
5 O -0.795 -0.834 -0.010
6 H -2.252 -3.533 1.218
7 H -0.497 -3.373 1.564
8 H -1.113 -3.400 -0.096
9 H -2.600 -1.455 0.758
10 H -2.203 -1.521 3.028
11 H -1.748 -0.002 2.441
12 H -0.406 -1.189 2.754
13 C 3.413 -0.506 3.893
14 C 2.649 -0.036 2.616
15 O 3.164 -0.199 1.486
16 O 1.583 0.543 2.836
17 H 2.830 -0.920 4.713
18 H 3.979 0.358 4.243
19 H 4.146 -1.267 3.618
20 Cl 2.774 3.123 -0.159
21 O -0.018 1.670 -1.709
22 C -0.782 1.293 -2.587
23 N -1.390 0.102 -2.483
24 C -0.992 2.141 -3.814
25 H -2.177 -0.193 -3.039
26 H -1.296 -0.502 -1.659
27 H -1.091 3.180 -3.501
28 H -1.900 1.800 -4.320
29 H -0.217 2.148 -4.578
30 O 1.988 -0.193 -1.455
31 C 2.096 -1.322 -1.900
32 N 1.079 -2.194 -1.736
33 C 3.304 -1.905 -2.572
34 H 0.935 -3.098 -2.145
35 H 0.302 -1.848 -1.168
36 H 3.963 -2.299 -1.797
37 H 3.852 -1.214 -3.212
38 H 3.078 -2.745 -3.232
39 O -0.587 2.346 1.382
40 C -1.691 2.469 0.848
41 N -2.256 1.513 0.116
42 C -2.642 3.575 1.273
43 H -2.960 1.852 -0.516
44 H -1.722 0.643 -0.024
45 H -3.078 3.406 2.257
46 H -3.382 3.788 0.502
47 H -2.094 4.498 1.475

Atom charges from the Mulliken analysis, given in e for atoms 1 to 5:
1 Be 0.88
2 C -1.57
3 C 0.45
4 C -1.11
5 O -0.59

***

[3]
Here is the molecule C2H5NO2S at a distorted geometry from the Open Molecules 2025 dataset. Energies are from the ωB97M-V functional and the def2-TZVPD basis.

Summary:
<S²>: 2.005
LUMO level (alpha / beta) in eV: 0.8 / -2.7
E_HOMO (alpha / beta) in eV: -5.72 / -9.32
2S+1: 3
E in eV: -18567.0811

Element x y z (Å)
1 C 1.754 -0.001 0.219
2 C -1.944 0.963 -0.170
3 N 0.282 -0.190 0.313
4 O 0.041 -1.275 -0.553
5 O -0.658 0.976 -0.176
6 S -2.932 -0.245 0.177
7 H 2.219 -0.404 -0.613
8 H 2.144 -0.867 0.953
9 H 2.140 0.841 0.737
10 H -2.190 1.946 -0.526
11 H -0.854 -1.742 -0.362

Atom charges from the Mulliken analysis, given in e for atoms 1 to 5:
1 C -0.80
2 C -0.04
3 N -0.07
4 O -0.38
5 O -0.21

***

[4]
Here is a cluster of 2 separate species, C4H6BrIN2O2 in total at a distorted geometry from the Open Molecules 2025 dataset. Energies are from the ωB97M-V functional and the def2-TZVPD basis.

Summary:
LUMO level (alpha / beta) in eV: -1.2 / -1.6
E_HOMO (alpha / beta) in eV: -9.09 / -8.67
E in eV: -89460.5482

Element x y z (Å)
1 C -1.094 -1.219 0.042
2 C 0.886 2.016 -0.491
3 C 0.132 -1.511 -0.708
4 C 1.148 0.854 0.362
5 N -1.290 -1.970 1.206
6 N -0.463 2.272 -0.646
7 O -1.914 -0.351 -0.250
8 O 1.807 2.657 -0.959
9 Br 1.421 -2.704 -0.260
10 I 3.137 0.386 0.377
11 H 0.006 -1.027 -1.666
12 H 0.647 0.717 1.218
13 H -0.627 -2.798 1.518
14 H -1.951 -1.814 1.847
15 H -1.174 1.451 -0.517
16 H -0.671 3.041 -1.072

Atom charges from the Mulliken analysis, given in e for atoms 1 to 5:
1 C 0.82
2 C 0.83
3 C -0.50
4 C -1.16
5 N -0.41

***

[5]
Here is a structure of composition C31H26BF10NP3PbS from the Open Molecules 2025 dataset. Energies are from the ωB97M-V functional and the def2-TZVPD basis.

Summary:
LUMO level in eV: 1.4
E_HOMO in eV: -5.35
E in eV: -105875.0493
Total charge: -1

Element x y z (Å)
1 Pb -0.781 0.843 1.716
2 C -2.495 1.336 -1.156
3 P -0.905 2.160 -1.538
4 C -0.339 1.326 -3.048
5 C 0.333 0.108 -2.960
6 C 0.791 -0.510 -4.111
7 C 0.575 0.072 -5.353
8 C -0.129 1.263 -5.447
9 C -0.591 1.887 -4.298
10 C -1.141 3.886 -2.004
11 C -0.097 4.583 -2.606
12 C -0.235 5.938 -2.850
13 C -1.398 6.598 -2.483
14 C -2.447 5.896 -1.909
15 C -2.324 4.538 -1.672
16 C -2.174 -0.121 -1.046
17 C -2.411 -1.127 -1.948
18 C -1.769 -2.273 -1.440
19 C -1.173 -1.922 -0.245
20 C -0.288 -2.822 0.574
21 P 1.514 -2.330 0.451
22 C 2.298 -3.959 0.804
23 C 2.824 -4.370 2.024
24 C 3.431 -5.614 2.138
25 C 3.523 -6.455 1.040
26 C 3.022 -6.045 -0.188
27 C 2.417 -4.805 -0.302
28 C 1.857 -1.529 2.070
29 C 3.005 -0.729 2.102
30 C 3.394 -0.091 3.265
31 C 2.635 -0.225 4.423
32 C 1.509 -1.029 4.417
33 C 1.120 -1.693 3.252
34 N -1.408 -0.584 0.002
35 H -3.177 1.530 -1.983
36 H -2.918 1.740 -0.233
37 H 0.513 -0.349 -1.995
38 H 1.321 -1.451 -4.043
39 H 0.954 -0.404 -6.248
40 H -0.317 1.710 -6.415
41 H -1.131 2.821 -4.369
42 H 0.823 4.071 -2.853
43 H 0.580 6.485 -3.307
44 H -1.483 7.667 -2.631
45 H -3.351 6.413 -1.617
46 H -3.133 3.999 -1.198
47 H -2.975 -1.043 -2.865
48 H -1.753 -3.256 -1.887
49 H -0.350 -3.816 0.132
50 H -0.599 -2.892 1.618
51 H 2.769 -3.723 2.890
52 H 3.843 -5.927 3.090
53 H 3.987 -7.429 1.137
54 H 3.122 -6.685 -1.055
55 H 2.037 -4.469 -1.261
56 H 3.584 -0.604 1.196
57 H 4.277 0.534 3.260
58 H 2.920 0.307 5.321
59 H 0.902 -1.140 5.307
60 H 0.285 -2.381 3.310
61 F -1.658 3.367 1.008
62 B -0.831 4.420 1.635
63 F -0.233 3.826 2.748
64 F -1.669 5.467 1.974
65 F 0.128 4.825 0.709
66 F -3.225 -0.775 2.518
67 P -2.993 -1.413 4.002
68 F -4.185 -0.509 4.583
69 F -4.012 -2.608 3.664
70 F -1.928 -0.202 4.303
71 F -1.752 -2.287 3.391
72 F -2.701 -2.027 5.463
73 S 1.842 2.211 -0.720
74 C 0.349 1.797 -0.250

Atom charges from the Mulliken analysis, given in e for atoms 1 to 5:
1 Pb 1.40
2 C -0.87
3 P 1.66
4 C 0.43
5 C -0.29

***

[6]
Here is the ion C4H7N4O with charge +1 at a distorted geometry from the Open Molecules 2025 dataset. Energies are from the ωB97M-V functional and the def2-TZVPD basis.

Summary:
LUMO level (alpha / beta) in eV: -5.7 / -5.7
E_HOMO (alpha / beta) in eV: -13.32 / -13.33
E in eV: -12259.4574
Total charge: +1

Element x y z (Å)
1 C -2.091 -0.012 -0.011
2 N -0.833 0.551 0.019
3 O -0.790 1.829 0.146
4 C 0.345 -0.029 -0.026
5 N 0.776 -1.327 0.076
6 C 2.140 -1.324 0.138
7 N 2.690 -0.163 0.059
8 C 1.796 0.800 -0.041
9 N 1.879 2.077 -0.153
10 H -2.908 0.433 0.687
11 H -1.992 -1.108 0.024
12 H -2.780 0.173 -0.893
13 H 0.193 -2.158 0.408
14 H 2.573 -2.277 0.238
15 H 1.002 2.522 -0.221
16 H 2.728 2.581 0.170

Atom charges from the Mulliken analysis, given in e for atoms 1 to 5:
1 C -0.79
2 N 0.52
3 O -0.69
4 C 0.26
5 N -0.15

***

> Which formula does entry 5 have?

C31H26BF10NP3PbS

***

> Number 6 is which compound?

C4H7N4O

***

> What is the E in the third record?

-18567.0811 eV

***

> Which value of E does entry 6 give?

-12259.4574 eV